{
  "formula": "C17H16ClN3O7OsS3",
  "method": "wB97M-V/def2-TZVPD",
  "s2": 6.14,
  "e_tot_ev": -84183.9014,
  "multiplicity": 5,
  "total_charge": 0,
  "homo_lumo_gap_ev": [7.1, 5.8],
  "e_homo_ev": [-8.4, -8.5],
  "species": ["Os", "C", "S", "C", "S", "N", "N", "C", "C", "C", "C", "C", "C", "N", "H", "H", "H", "H", "H", "H", "H", "H", "O", "S", "O", "O", "O", "C", "C", "C", "C", "Cl", "C", "C", "C", "O", "C", "C", "O", "O", "H", "H", "H", "H", "H", "H", "H", "H"],
  "coordinates": [[1.87983, -0.51744, -0.56438], [-0.52760, 3.73718, -3.08964], [-1.46660, 2.22308, -2.81781], [-0.22511, 1.08193, -2.38716], [1.41938, 1.52714, -2.24688], [-0.69522, -0.12451, -2.20213], [0.24138, -0.97952, -1.74375], [0.11502, -2.24016, -2.03889], [1.17657, -3.07611, -1.60097], [1.16539, -4.45055, -1.66394], [2.24531, -5.18253, -1.08219], [3.25347, -4.54580, -0.45918], [3.30320, -3.06337, -0.34708], [2.23133, -2.38091, -1.09154], [-1.26776, 4.48773, -3.36283], [0.18273, 3.60358, -3.90396], [-0.00703, 4.03484, -2.18206], [-0.73763, -2.58013, -2.60806], [0.32419, -4.95468, -2.12120], [2.23814, -6.26294, -1.13137], [4.06929, -5.07555, 0.02108], [4.25592, -2.69066, -0.70029], [5.04674, -1.45281, 2.06757], [3.74490, -1.25803, 1.53820], [2.71423, -0.76226, 2.38957], [3.18672, -2.71294, 1.06512], [3.77858, -0.49413, 0.19030], [-1.35008, 3.44636, 1.15155], [-2.40236, 2.36779, 1.29949], [-3.56290, 2.43711, 0.52775], [-4.57822, 1.51493, 0.65502], [-5.99274, 1.64671, -0.35649], [-4.47984, 0.49346, 1.57971], [-3.33329, 0.40824, 2.34711], [-2.29974, 1.32224, 2.20457], [-1.23921, 1.12948, 3.06135], [0.10835, 1.26091, 2.65913], [0.46396, 0.57971, 1.35794], [-0.04178, -0.50092, 1.01012], [1.35227, 1.15311, 0.60122], [-1.74821, 4.26972, 0.55956], [-0.44417, 3.08557, 0.65448], [-1.05720, 3.84449, 2.12696], [-3.67555, 3.24388, -0.18617], [-5.28055, -0.22524, 1.69445], [-3.20624, -0.38230, 3.07759], [0.67580, 0.72171, 3.41317], [0.44634, 2.29261, 2.63498]],
  "forces_ev_per_angstrom": [[-0.4, 1.6, -0.7], [0.0, -0.1, 0.0], [-0.1, 0.1, -0.1], [0.0, 0.0, 0.1], [0.3, -0.3, 0.0], [-0.1, 0.2, 0.1], [0.2, -0.4, 0.1], [-0.1, 0.1, 0.0], [0.2, -0.3, 0.0], [-0.1, -0.1, 0.0], [0.1, 0.0, 0.0], [-0.1, -0.1, 0.1], [-0.5, 0.1, 0.1], [0.4, -0.2, 0.6], [0.0, 0.0, 0.0], [0.0, 0.1, 0.0], [0.0, 0.0, 0.0], [0.0, 0.0, 0.0], [0.1, 0.0, 0.1], [0.0, 0.0, 0.0], [-0.1, 0.0, -0.1], [0.2, 0.2, -0.1], [0.1, 0.2, -0.4], [0.3, -0.7, 0.3], [-0.1, 0.2, 0.0], [0.0, 0.0, -0.5], [-0.8, -0.2, 0.4], [-0.1, -0.1, 0.1], [0.1, 0.4, -0.2], [0.1, 0.2, -0.2], [0.0, 0.0, -0.1], [0.1, 0.0, 0.1], [0.0, -0.1, 0.1], [-0.1, -0.2, 0.1], [0.3, -0.2, 0.0], [0.0, 0.0, 0.2], [-0.2, 0.0, -0.2], [-0.3, 0.1, -0.4], [0.4, 0.1, 0.2], [-0.1, -0.6, 0.5], [0.0, 0.0, 0.0], [-0.1, 0.0, 0.0], [0.0, 0.0, -0.1], [0.0, 0.0, 0.0], [0.0, 0.0, 0.0], [0.0, 0.0, -0.1], [0.2, 0.0, 0.1], [0.0, 0.1, 0.0]],
  "lowdin_charge": [1.684, -0.429, 0.876, -1.103, 0.653, -0.069, -0.230, -0.032, -0.292, 0.015, -0.054, 0.016, -0.330, -0.096, 0.036, 0.029, 0.022, 0.145, 0.120, 0.113, 0.127, 0.147, -0.223, 0.481, -0.248, -0.193, -0.449, -0.019, -0.179, -0.080, -0.666, 0.647, -0.099, 0.009, -0.237, -0.018, -0.089, -0.616, 0.012, -0.234, 0.081, 0.072, 0.091, 0.106, 0.107, 0.128, 0.144, 0.122]
}


{
  "formula": "C17H16F7IN6ReS4Sb",
  "method": "wB97M-V/def2-TZVPD",
  "s2": 2.02,
  "e_tot_ev": -105965.0482,
  "multiplicity": 3,
  "total_charge": 0,
  "homo_lumo_gap_ev": [6.0, 5.2],
  "e_homo_ev": [-7.9, -7.8],
  "species": ["Re", "C", "C", "N", "N", "C", "N", "S", "C", "C", "C", "C", "C", "N", "H", "H", "H", "H", "H", "H", "H", "H", "H", "S", "C", "S", "C", "N", "N", "C", "C", "C", "C", "C", "C", "S", "H", "H", "H", "H", "H", "F", "F", "Sb", "F", "F", "F", "F", "F", "I", "C", "H", "H"],
  "coordinates": [[-0.60893, 0.58953, -0.23902], [0.39802, -2.84171, -2.88923], [0.03786, -1.53016, -2.28879], [-0.49186, -1.38879, -1.11411], [-0.78234, -2.53689, -0.44457], [-1.40173, -2.33323, 0.68053], [-1.80427, -3.39797, 1.39607], [-1.83623, -0.76546, 1.26010], [0.18567, -0.27922, -3.01230], [0.60162, -0.16649, -4.32129], [0.54687, 1.07720, -4.93482], [0.05194, 2.15589, -4.23147], [-0.33055, 1.98544, -2.91290], [-0.23207, 0.79604, -2.31353], [-0.11506, -3.64660, -2.37607], [1.47504, -3.00018, -2.78908], [0.14983, -2.86040, -3.94897], [-1.47233, -4.30261, 1.10625], [-2.05877, -3.27528, 2.35997], [0.95545, -1.03619, -4.85326], [0.87753, 1.19137, -5.95809], [-0.01835, 3.14131, -4.66627], [-0.71516, 2.80460, -2.32008], [-4.16422, 6.30566, 1.24884], [-3.57695, 5.00658, 0.43100], [-4.23423, 3.38893, 0.53607], [-3.01245, 2.81247, -0.55120], [-2.19403, 3.72160, -0.94885], [-2.50783, 4.93765, -0.40661], [-1.63124, 6.02364, -0.72608], [-0.27443, 5.85299, -0.51388], [0.59594, 6.87735, -0.85236], [0.10106, 8.05831, -1.38637], [-1.26406, 8.21639, -1.58712], [-2.14180, 7.19464, -1.26120], [-2.92889, 1.14108, -1.04637], [0.09313, 4.93138, -0.08562], [1.65655, 6.74313, -0.69046], [0.78029, 8.86016, -1.64482], [-1.64952, 9.13849, -2.00149], [-3.20723, 7.30402, -1.40550], [-0.88326, 1.81228, 1.14919], [0.86118, 2.26978, -0.51534], [2.69350, 2.88613, -1.11104], [2.44831, 4.35407, 0.02538], [4.36045, 3.42636, -1.75110], [3.42342, 1.90603, 0.30815], [2.66048, 1.31491, -2.16831], [1.77772, 3.80606, -2.47399], [1.61716, -1.74402, 1.92170], [1.21415, -0.05505, 0.69781], [1.93724, -0.13459, -0.11700], [1.50928, 0.78366, 1.32268]],
  "forces_ev_per_angstrom": [[0.1, 0.1, 0.0], [0.0, 0.0, 0.0], [0.0, 0.0, 0.0], [0.0, 0.0, 0.0], [0.0, 0.0, 0.0], [0.0, 0.0, 0.0], [0.0, 0.0, 0.0], [-0.1, -0.1, 0.0], [0.0, 0.0, 0.0], [0.0, 0.0, 0.0], [0.0, 0.0, 0.0], [0.0, 0.0, 0.0], [0.0, 0.0, 0.0], [0.0, 0.0, -0.1], [0.0, 0.0, 0.0], [0.0, 0.0, 0.0], [0.0, 0.0, 0.0], [0.0, 0.0, 0.0], [0.0, 0.0, 0.0], [0.0, 0.0, 0.0], [0.0, 0.0, 0.0], [0.0, 0.0, 0.0], [0.0, 0.0, 0.0], [0.0, 0.0, 0.0], [0.0, 0.0, 0.1], [0.0, 0.1, 0.0], [0.0, 0.0, 0.0], [0.0, 0.0, 0.0], [0.0, 0.0, 0.0], [0.0, 0.0, 0.0], [0.0, 0.0, 0.0], [0.0, 0.0, 0.0], [0.0, 0.0, 0.0], [0.0, 0.0, 0.0], [0.0, 0.0, 0.0], [0.0, 0.1, 0.0], [0.0, 0.0, 0.0], [0.0, 0.0, 0.0], [0.0, 0.0, 0.0], [0.0, 0.0, 0.0], [0.0, 0.0, 0.0], [0.0, -0.1, 0.1], [-0.1, 0.0, 0.0], [0.1, 0.0, 0.0], [0.0, 0.0, 0.0], [0.0, 0.0, 0.0], [0.0, 0.0, 0.0], [0.0, 0.0, 0.0], [0.0, 0.0, 0.0], [0.0, 0.0, 0.0], [0.0, 0.0, 0.1], [0.0, 0.0, 0.0], [0.0, 0.0, 0.0]],
  "lowdin_charge": [1.356, 0.007, -0.229, -0.134, -0.002, -0.892, 0.103, 0.675, -0.211, 0.020, -0.007, -0.012, -0.130, -0.097, 0.075, 0.111, 0.085, 0.113, 0.098, 0.119, 0.123, 0.127, 0.083, 0.600, -1.105, 1.002, -1.086, 0.014, -0.147, -0.224, -0.013, -0.067, -0.081, -0.075, -0.041, 0.549, 0.094, 0.101, 0.102, 0.104, 0.103, -0.454, -0.431, 1.422, -0.320, -0.332, -0.327, -0.329, -0.322, 0.801, -0.848, -0.038, -0.035]
}


{
  "formula": "C17H16FN6O3PbS",
  "method": "wB97M-V/def2-TZVPD",
  "e_tot_ev": -51773.5270,
  "multiplicity": 1,
  "total_charge": -1,
  "homo_lumo_gap_ev": 6.9,
  "e_homo_ev": -4.3,
  "species": ["Pb", "O", "C", "C", "C", "C", "C", "C", "C", "O", "N", "N", "C", "C", "C", "C", "C", "C", "C", "O", "H", "H", "H", "H", "H", "H", "H", "H", "H", "H", "C", "C", "N", "N", "C", "S", "N", "N", "H", "H", "H", "H", "H", "H", "F"],
  "coordinates": [[7.62895, 12.57441, 13.24354], [6.39896, 13.45270, 18.81822], [6.38230, 14.72598, 18.40799], [5.91321, 15.78974, 19.20542], [5.93713, 17.10266, 18.81493], [6.44493, 17.47589, 17.55734], [6.96452, 16.51699, 16.77479], [6.85580, 15.11055, 17.11025], [6.88930, 14.13142, 16.06708], [7.15115, 14.46484, 14.87732], [6.71330, 12.86754, 16.51504], [6.91400, 11.91076, 15.53150], [6.63350, 10.67693, 16.01489], [6.81712, 9.42182, 15.40755], [6.75593, 8.26418, 16.25533], [7.05607, 6.97522, 15.82275], [7.54171, 6.73477, 14.49843], [7.32058, 7.80874, 13.56776], [7.20588, 9.22106, 13.97845], [7.52211, 10.18173, 13.18937], [6.55888, 12.93044, 17.84912], [5.42493, 15.40181, 20.07919], [5.77556, 17.99267, 19.44798], [6.43971, 18.47119, 17.09436], [7.41555, 16.77905, 15.76319], [6.49102, 10.58668, 17.14620], [6.58545, 8.52479, 17.26165], [7.16558, 6.11482, 16.50425], [7.99337, 5.85816, 14.24091], [7.46356, 7.74998, 12.50067], [4.27062, 8.73183, 9.57735], [5.66790, 9.14857, 9.62504], [6.71882, 8.44542, 9.38185], [7.79133, 9.31806, 9.58035], [7.39189, 10.60979, 9.77805], [8.34668, 11.92995, 9.90444], [5.97482, 10.47809, 9.94106], [5.01306, 11.45669, 10.12465], [3.85272, 8.84118, 8.54305], [3.74084, 9.47647, 10.26957], [4.11600, 7.75808, 9.91490], [8.78860, 9.09174, 9.34017], [5.23964, 12.02636, 10.98686], [4.97044, 12.02098, 9.26151], [5.60764, 12.83402, 12.67885]],
  "forces_ev_per_angstrom": [[-0.2, 0.1, 0.8], [-0.5, 1.1, -0.2], [0.8, 0.7, -1.3], [-0.2, -1.0, 0.5], [0.5, 1.6, -0.2], [0.2, 0.7, 0.2], [0.5, -2.7, -2.3], [-0.9, 2.1, 1.3], [1.3, -1.5, -0.7], [0.0, -0.5, -0.2], [0.6, 0.8, -1.8], [-1.5, -3.2, 1.7], [1.5, 2.9, 0.9], [0.7, -2.1, -2.2], [0.3, 0.4, -2.1], [1.5, -0.5, 0.0], [-3.2, 5.4, 0.1], [1.2, 0.4, 1.2], [-0.5, -1.1, 2.0], [-0.5, -0.4, 0.0], [-0.1, -0.1, 0.6], [0.0, 0.5, 0.8], [-0.8, -1.0, 0.2], [0.0, -0.1, 1.0], [-0.8, -0.6, 1.4], [-0.3, 0.5, -1.5], [-0.4, -0.3, 1.3], [-0.3, 0.8, 0.0], [0.7, -2.4, -0.9], [0.5, -0.5, -0.2], [-1.4, 2.5, -0.1], [0.7, 1.1, 0.3], [0.8, 0.0, 0.2], [0.1, 0.8, -0.7], [-1.6, -1.6, 0.8], [0.3, 0.8, -0.1], [2.1, -1.1, -0.9], [0.4, 0.9, 0.2], [0.3, 0.0, 0.9], [0.4, -1.2, -1.1], [-0.1, -1.6, 0.5], [-1.9, 0.1, 0.4], [-0.2, -0.5, -0.9], [0.1, -0.1, 0.9], [-0.1, -0.3, -0.4]],
  "lowdin_charge": [1.346, -0.017, -0.291, -0.040, -0.107, -0.147, -0.046, -0.076, -0.478, -0.188, -0.004, -0.067, -0.069, -0.161, -0.069, -0.132, -0.075, -0.010, -0.353, -0.281, 0.043, 0.101, 0.100, 0.098, 0.130, 0.140, 0.076, 0.086, 0.051, 0.074, -0.022, -0.373, 0.097, -0.002, -0.849, 0.530, -0.103, 0.087, 0.098, 0.104, 0.052, 0.165, 0.072, 0.108, -0.600]
}